No. 1
# C15H27CoN4OP

C15H27CoN4OP as an isolated structure in a non-equilibrium geometry (ωB97M-V/def2-TZVPD, the Open Molecules 2025 dataset).

```
49
Properties=species:S:1:pos:R:3:forces:R:3
C 1.898567 -2.417618 -0.177075 -0.061 0.285 0.476
C 0.674733 -2.684917 -1.013843 -0.247 0.349 0.133
N -0.248147 -1.714956 -1.028489 0.307 -0.053 -0.487
C -1.335351 -1.880810 -1.863803 0.447 -0.777 -0.031
C -1.477222 -3.077149 -2.616496 -0.288 0.395 0.019
C -0.536929 -4.083752 -2.546630 0.495 -0.058 0.299
C 0.582772 -3.888405 -1.732645 -0.404 0.224 -0.085
C -2.292144 -0.864371 -1.988596 -0.032 -0.512 -0.283
P -2.078272 0.608921 -1.067532 0.533 0.957 -1.642
H 1.380464 -4.628274 -1.635470 -0.338 0.203 -0.090
H -2.355026 -3.155210 -3.250372 0.144 -0.147 0.050
H -0.656650 -5.004585 -3.106685 -0.006 0.129 0.009
C 0.892831 -2.068735 2.028598 -0.001 -0.133 0.152
C 2.841894 -0.783013 1.335731 0.215 0.058 -0.104
H -3.053249 -0.979950 -2.776947 0.172 0.131 0.603
H 2.700268 -1.991299 -0.803956 -0.291 -0.218 0.147
H 2.266152 -3.366284 0.257771 -0.025 0.415 -0.115
C -3.562255 1.083207 -0.183021 -0.043 0.119 -0.033
C -1.589432 1.847002 -2.296521 -1.066 0.461 -0.960
H -3.362129 1.984482 0.410564 -0.077 -0.116 -0.170
H -4.362915 1.259643 -0.906691 -0.032 0.023 0.233
H -3.826405 0.272650 0.508004 0.023 0.153 -0.237
H -1.315209 2.826818 -1.898958 -0.142 -0.235 -0.012
H -0.762442 1.470804 -2.917647 -0.459 -0.037 0.288
H -2.491621 1.972693 -2.914484 0.388 0.386 -0.349
H 3.551865 -1.508220 1.753528 -0.061 0.173 0.013
H 3.275579 -0.306844 0.452909 0.188 0.017 0.202
H 2.603637 -0.013083 2.071797 0.219 -0.298 -0.085
H 1.526981 -2.824782 2.511153 -0.061 0.141 -0.037
H 0.622334 -1.297353 2.756860 0.052 -0.221 -0.056
H -0.029268 -2.545563 1.686373 0.143 0.099 -0.040
Co 0.318648 0.193715 0.263192 0.947 -1.225 -0.435
H -1.315090 0.391288 0.175473 -0.644 -1.000 2.391
O 1.677813 0.807486 -1.775035 -0.591 0.477 0.007
H 1.477600 1.723604 -2.059906 0.352 -0.577 0.244
H 1.680532 0.296562 -2.602493 0.024 0.053 0.341
N 1.599732 -1.431190 0.901531 -0.317 0.223 -0.464
C 1.559964 1.673978 3.481675 0.199 -0.417 0.072
C 0.767653 2.373732 2.458100 -0.289 0.662 -0.660
N 0.219282 2.000757 1.292414 0.338 0.424 0.368
C -0.449959 3.142093 0.803461 0.594 -0.064 0.723
C -0.247683 4.176122 1.663755 0.120 -0.243 -0.348
N 0.534960 3.676598 2.676519 -0.518 0.134 -0.305
H 2.622319 1.773979 3.223943 -0.134 -0.243 0.285
H 1.382150 2.176970 4.443913 0.149 -0.397 -0.244
H 1.258567 0.625684 3.554138 0.228 0.211 0.184
H -1.025285 3.154239 -0.103662 0.141 -0.072 0.128
H -0.551159 5.204139 1.607862 -0.091 0.064 0.078
H 0.876082 4.168595 3.492092 -0.200 0.074 -0.172
```
Forces are in eV/Å.

## Properties
Net charge = +2
Kohn-Sham gap (spin up / spin down) = 5.25 / 7.43 eV
E_HOMO (spin up / spin down) = -10.56 / -15.24 eV
Multiplicity = 6

These are the Löwdin partial charges, in e, on atoms 1 to 8: -0.1101 -0.2435 0.0841 -0.3193 0.0192 -0.0060 0.0333 -0.1242



No. 2
# C15H27F5Li2O13P2S3

C15H27F5Li2O13P2S3 as an isolated structure in a non-equilibrium geometry (ωB97M-V/def2-TZVPD, the Open Molecules 2025 dataset).

```
67
Properties=species:S:1:pos:R:3:forces:R:3
Li 3.234436 3.525880 -0.616118 -1.090 -0.203 -0.395
Li -1.322857 3.374003 -3.227851 1.243 0.224 0.709
O 2.000971 4.995709 -1.349098 1.067 -0.088 0.555
P 1.071812 5.557725 -2.338227 -0.193 -0.700 0.309
O -0.170465 4.845754 -2.701388 -0.895 -0.315 -0.439
F 1.837622 5.872091 -3.653538 0.238 0.245 -0.323
F 0.710025 6.994809 -1.888207 -0.151 0.549 -0.057
O -0.278199 1.899721 -2.621829 -0.996 -0.132 -0.844
P 0.902931 1.405839 -1.897696 0.135 0.335 0.442
O 1.755506 2.342860 -1.167076 0.776 0.124 0.523
F 1.793518 0.500825 -2.790004 -0.167 -0.170 -0.239
F 0.407602 0.319753 -0.867659 0.022 -0.331 -0.050
C -4.013369 0.283280 -1.547615 -0.199 -0.196 -0.600
C -5.023415 -0.073178 -0.444115 -0.861 0.408 -0.162
C -4.308107 -0.213304 0.885798 0.755 -0.217 -0.160
S -2.727851 -0.987400 0.454148 -0.718 0.927 -0.299
O -2.944625 -2.397510 0.307982 -0.002 -0.678 0.035
O -1.647679 -0.518413 1.294051 -0.022 -0.058 0.268
C -2.624532 -0.233605 -1.164600 0.148 0.339 -0.141
H -3.982084 1.349116 -1.779291 0.094 0.099 0.544
H -4.323755 -0.146864 -2.501542 -0.057 -0.249 0.155
H -5.587259 -0.960609 -0.735123 0.364 -0.312 0.286
H -5.808536 0.681723 -0.343631 0.225 0.156 -0.074
H -4.823482 -0.839710 1.607676 0.065 0.044 0.125
H -4.012742 0.748998 1.307429 -0.292 0.053 0.078
H -2.234552 -0.995798 -1.838938 0.103 0.049 0.006
H -1.948130 0.613509 -1.093971 0.276 -0.255 0.054
C -0.281474 -4.260559 0.349901 1.010 -0.154 -0.005
C -0.314289 -5.402342 -0.711770 -0.550 0.600 0.036
C 0.721590 -5.102459 -1.786155 0.162 0.270 0.035
S 0.669313 -3.318534 -1.967141 0.113 -0.221 0.464
O -0.484421 -3.015815 -2.777341 -0.077 0.166 -0.104
O 1.961708 -2.773605 -2.298404 -0.030 -0.036 -0.115
C 0.258255 -2.957198 -0.250224 0.230 -0.106 -0.787
H 0.500332 -4.572986 1.048383 -0.337 0.050 0.346
H -1.218053 -4.120681 0.877098 -0.081 -0.072 -0.078
H -1.308915 -5.432286 -1.157305 0.049 -0.181 -0.058
H -0.103410 -6.340317 -0.205676 -0.132 -0.149 -0.151
H 0.499418 -5.499571 -2.773746 0.010 -0.168 0.050
H 1.736671 -5.364614 -1.486839 -0.002 -0.018 -0.016
H -0.391615 -2.096040 -0.359078 -0.199 -0.102 0.435
H 1.190395 -2.658337 0.222217 -0.060 0.170 -0.009
C 3.579582 -1.454895 1.673618 -0.448 -0.103 0.495
C 2.473193 -0.558821 2.256992 -1.064 -0.380 -0.067
C 3.072026 0.788019 2.577436 0.345 1.060 1.174
S 4.453936 1.019874 1.459302 -0.868 -0.271 -0.236
O 5.690259 1.208424 2.155624 0.197 0.100 0.176
O 4.031347 1.979427 0.459755 0.389 0.752 -0.204
C 4.360413 -0.607202 0.706251 0.584 0.789 -0.218
H 3.149287 -2.314975 1.165333 0.077 -0.092 0.058
H 4.180152 -1.804022 2.514752 0.286 -0.089 -0.220
H 1.995091 -0.994827 3.136918 0.366 -0.073 0.126
H 1.624728 -0.489625 1.566371 0.310 0.297 -0.293
H 3.467408 0.901897 3.594725 0.290 -0.701 -0.133
H 2.436295 1.675913 2.559303 -0.247 -0.237 -0.749
H 5.399488 -0.871772 0.516864 -0.101 -0.322 -0.024
H 3.843068 -0.410235 -0.232894 -0.091 -0.306 -0.035
C -0.434362 2.379202 1.432735 -0.277 0.363 0.475
C -1.249510 2.438065 2.728533 0.471 0.480 -0.508
O -2.356366 3.247487 2.374462 -0.198 -0.233 0.108
C -2.472782 3.273778 1.023805 0.518 -0.302 0.177
O -3.340006 3.798674 0.418176 -0.571 0.174 -0.199
O -1.465447 2.582367 0.463191 0.212 -0.375 -0.492
F -0.578746 3.078465 3.720271 0.100 -0.131 0.147
H 0.086249 1.434412 1.335315 -0.246 -0.121 -0.460
H 0.254158 3.217427 1.314222 0.130 -0.052 0.357
H -1.567724 1.453074 3.065482 -0.135 0.077 0.200
```
Forces are in eV/Å.

## Properties
Net charge = 0
Kohn-Sham gap = 9.93 eV
E_HOMO = -10.06 eV

These are the Löwdin partial charges, in e, on atoms 1 to 8: 0.7432 0.7665 -0.3569 0.1255 -0.3718 -0.0994 -0.0918 -0.3541



What is the formula in the first record?
C15H27CoN4OP



What is the net charge in the second record?
0